1.
Density functional theory data (ωB97M-V/def2-TZVPD) for a structure of composition C37H33BrN4O6PSc.

Summary:
LUMO: -0.19 eV
gap between HOMO and LUMO: 7.926 eV
ΔE to the lowest compared entry with this formula, charge and spin: 24.0 kcal per mole

Last column: Mulliken charge in e.
Cartesian coordinates (Å):
Sc1 -0.2010 0.4575 1.0790  -0.77
C1 1.3236 4.3356 2.8514  -1.89
C2 0.6558 3.0245 2.6194  0.88
N1 0.4625 2.5095 1.4691  1.48
N2 0.8046 3.2473 0.3525  -1.33
C3 0.6343 2.5246 -0.7233  0.20
O1 0.3671 1.2555 -0.7428  0.58
C4 0.6687 3.2123 -2.0413  0.46
C5 0.3407 2.4633 -3.1677  -0.39
C6 0.2804 3.0647 -4.4173  -0.89
C7 0.5606 4.4175 -4.5436  -0.51
C8 0.8977 5.1662 -3.4202  -0.72
C9 0.9473 4.5690 -2.1705  -0.37
C10 0.1058 2.2334 3.7544  0.87
C11 0.5365 2.4356 5.0573  -0.85
C12 -0.0261 1.6771 6.0683  -0.50
C13 -1.0069 0.7535 5.7498  -0.79
C14 -1.3654 0.6110 4.4215  -0.23
N3 -0.8274 1.3290 3.4414  -0.08
H1 1.2168 4.9618 1.9707  0.36
H2 0.9050 4.8380 3.7225  0.49
H3 2.3948 4.1905 3.0208  0.31
H4 0.1082 1.4142 -3.0486  0.43
H5 0.0038 2.4785 -5.2850  0.44
H6 0.5099 4.8915 -5.5161  0.39
H7 1.1103 6.2232 -3.5194  0.41
H8 1.1852 5.1450 -1.2858  0.46
H9 1.3029 3.1681 5.2681  0.47
H10 0.2975 1.8069 7.0929  0.43
H11 -1.4801 0.1457 6.5079  0.42
H12 -2.1177 -0.1106 4.1252  0.50
O2 0.8978 -2.6345 3.8258  -0.72
C15 0.2204 -2.1642 2.9292  0.27
O3 0.2768 -0.9180 2.5614  0.25
C16 -0.7385 -2.9853 2.0984  -0.97
P1 -0.6120 -2.3505 0.3854  1.11
C17 -1.7697 -3.3968 -0.5440  0.56
C18 -1.3736 -4.5504 -1.2180  -0.75
C19 -2.3068 -5.3158 -1.9036  -0.68
C20 -3.6420 -4.9352 -1.9156  -0.55
C21 -4.0449 -3.7854 -1.2490  -0.60
C22 -3.1115 -3.0136 -0.5713  -0.30
C23 1.0408 -2.9064 -0.1534  0.30
C24 1.6453 -2.1725 -1.1743  -0.27
C25 2.9220 -2.4922 -1.6147  -0.52
C26 3.6187 -3.5371 -1.0215  -0.61
C27 3.0369 -4.2617 0.0111  -0.78
C28 1.7543 -3.9467 0.4415  -0.23
H13 -1.7576 -2.7630 2.4277  0.49
H14 -0.5640 -4.0523 2.2116  0.57
H15 -0.3321 -4.8475 -1.2173  0.34
H16 -1.9897 -6.2087 -2.4273  0.42
H17 -4.3685 -5.5325 -2.4518  0.39
H18 -5.0834 -3.4809 -1.2659  0.42
H19 -3.4211 -2.1005 -0.0735  0.33
H20 1.1274 -1.3258 -1.6136  0.13
H21 3.3757 -1.9144 -2.4101  0.45
H22 4.6187 -3.7835 -1.3570  0.39
H23 3.5795 -5.0708 0.4834  0.44
H24 1.3220 -4.5133 1.2568  0.32
Br1 -4.0001 3.2676 -5.1178  -0.19
C29 -3.3471 1.9028 -3.9749  -0.17
C30 -3.0495 0.6587 -4.5109  -0.37
C31 -2.5484 -0.3312 -3.6755  -0.94
C32 -2.3517 -0.0710 -2.3261  0.15
C33 -2.6568 1.1766 -1.8053  0.20
C34 -3.1565 2.1764 -2.6340  -0.66
C35 -2.3566 1.5458 -0.3817  0.45
O4 -2.3461 2.7114 -0.0548  -0.65
O5 -2.0758 0.5414 0.4487  -0.50
H25 -3.2031 0.4721 -5.5651  0.44
H26 -2.3055 -1.3057 -4.0810  0.49
H27 -1.9384 -0.8281 -1.6764  0.70
H28 -3.3550 3.1556 -2.2218  0.62
C36 4.4968 0.0068 0.8435  -1.68
C37 3.1698 -0.1527 1.5352  0.52
N4 3.1753 -0.7228 2.7500  -0.18
O6 2.1470 0.2686 0.9913  -0.04
H29 5.0877 -0.9075 0.9068  0.48
H30 5.0607 0.8140 1.3154  0.37
H31 4.3193 0.2634 -0.1962  0.26
H32 4.0175 -1.1593 3.0816  0.24
H33 2.3008 -0.9631 3.2076  0.02


2.
Density functional theory data (ωB97M-V/def2-TZVPD) for a structure of composition C77H165N4O11P2 in a non-equilibrium geometry.

Summary:
LUMO: -1.73 eV
gap between HOMO and LUMO: 4.055 eV
net charge: +1

Last column: Mulliken charge in e.
Cartesian coordinates (Å):
C1 -6.7478 -4.4526 7.7523  -1.21
C2 -6.7873 -2.9321 8.0408  -0.69
C3 -5.5781 -2.5806 8.9191  -0.35
C4 -4.2056 -2.8326 8.3043  -0.67
N1 -3.0206 -2.3079 9.1789  0.22
C5 -3.1454 -0.7903 9.2768  -0.57
C6 -1.7100 -0.2445 9.6330  -0.70
C7 -0.8033 -1.3507 9.1095  -0.58
C8 -1.6401 -2.3943 8.4391  -0.74
C9 -2.9712 -2.9948 10.5963  -0.87
H1 -7.6979 -4.8647 7.4125  0.37
H2 -6.6379 -5.0212 8.6757  0.34
H3 -5.9716 -4.8404 7.0926  0.32
H4 -7.6750 -2.5470 8.5427  0.38
H5 -6.8413 -2.3582 7.1157  0.37
H6 -5.8223 -3.0439 9.8751  0.24
H7 -5.6695 -1.5033 9.0571  0.28
H8 -4.1327 -2.3513 7.3290  0.24
H9 -3.9756 -3.8793 8.1049  0.53
H10 -3.8682 -0.4713 10.0277  0.39
H11 -3.3483 -0.4458 8.2628  0.38
H12 -1.5499 -0.0993 10.7013  0.32
H13 -1.5277 0.7042 9.1283  0.37
H14 -0.4937 -1.8051 10.0506  0.25
H15 0.1430 -1.0865 8.6374  0.46
H16 -1.3122 -3.4317 8.3732  0.50
H17 -1.8108 -2.1319 7.3950  0.38
H18 -2.6192 -4.0218 10.4987  0.31
H19 -3.9826 -2.9408 10.9991  0.31
H20 -2.3387 -2.4186 11.2716  0.41
C10 -1.8424 0.9434 1.1060  -1.21
C11 -2.5677 -0.0603 0.2179  -0.73
C12 -1.5489 -0.8380 -0.6877  -0.27
C13 -0.7758 -0.0547 -1.8244  -0.97
N2 -0.6590 -0.8741 -3.1386  0.30
C14 -2.0023 -1.2997 -3.8054  -0.56
C15 -1.8936 -2.8064 -4.2700  -0.59
C16 -1.0049 -3.3397 -3.1478  -0.47
C17 0.0880 -2.2527 -2.9554  -0.60
C18 0.1583 0.0799 -4.1221  -1.11
H21 -1.4148 1.7344 0.4899  0.29
H22 -0.9645 0.4761 1.5522  0.33
H23 -2.4516 1.4271 1.8696  0.38
H24 -3.3682 0.5066 -0.2574  0.30
H25 -3.0249 -0.7839 0.8927  0.39
H26 -2.1248 -1.7191 -0.9707  0.03
H27 -0.7673 -1.3214 -0.1016  0.52
H28 0.1629 0.3698 -1.4685  0.41
H29 -1.3909 0.8009 -2.1032  0.59
H30 -2.3113 -0.6229 -4.6020  0.42
H31 -2.8104 -1.2733 -3.0744  0.25
H32 -1.2540 -2.9903 -5.1332  0.29
H33 -2.8337 -3.2549 -4.5912  0.40
H34 -0.7694 -4.3547 -3.4679  0.44
H35 -1.6697 -3.4853 -2.2964  0.22
H36 0.7834 -2.2151 -3.7940  0.35
H37 0.5781 -2.2525 -1.9818  0.32
H38 -0.4741 0.9666 -4.0795  0.50
H39 0.1820 -0.3600 -5.1192  0.41
H40 1.1149 0.3983 -3.7078  0.37
C19 -7.2086 -12.3526 6.6853  -1.26
C20 -6.9667 -11.2229 5.6468  -0.41
C21 -6.1551 -11.7100 4.4422  -0.41
C22 -6.1660 -10.6968 3.2150  -1.04
N3 -5.6613 -11.3507 1.8965  0.22
C23 -4.1586 -11.8316 2.0065  -0.51
C24 -3.4588 -11.3565 0.7459  -0.55
C25 -4.5130 -10.7221 -0.0614  -0.66
C26 -5.5612 -10.2144 0.8806  -0.79
C27 -6.6481 -12.4221 1.3637  -0.88
H41 -7.8542 -11.9734 7.4774  0.39
H42 -6.2757 -12.7089 7.1222  0.33
H43 -7.7192 -13.1832 6.1979  0.33
H44 -6.4561 -10.3629 6.0803  0.35
H45 -7.9060 -10.8435 5.2444  0.36
H46 -6.7019 -12.5438 4.0019  0.21
H47 -5.1357 -12.0804 4.5512  0.41
H48 -5.5147 -9.8589 3.4637  0.45
H49 -7.1460 -10.2488 3.0503  0.45
H50 -4.1267 -12.9180 2.0890  0.30
H51 -3.6726 -11.3159 2.8347  0.36
H52 -3.0583 -12.2030 0.1881  0.27
H53 -2.6088 -10.7535 1.0654  0.37
H54 -4.9925 -11.4499 -0.7160  0.30
H55 -4.0632 -10.0332 -0.7764  0.42
H56 -6.5445 -9.9962 0.4638  0.45
H57 -5.1496 -9.3030 1.3140  0.49
H58 -6.3178 -12.7485 0.3775  0.38
H59 -7.5569 -11.8203 1.3665  0.31
H60 -6.5679 -13.2814 2.0295  0.36
C28 3.0147 10.5052 8.2333  -1.26
C29 4.4890 10.5987 7.9513  -0.51
C30 4.8443 9.7053 6.7958  -0.47
C31 4.7238 8.1968 7.1071  -0.72
N4 5.0254 7.2274 5.8838  0.16
C32 4.0662 7.3441 4.6309  -0.78
C33 4.0081 5.8916 4.0257  -0.43
C34 4.6072 4.9593 5.0139  -0.73
C35 4.8145 5.7260 6.3294  -0.69
C36 6.4996 7.3792 5.4992  -0.91
H61 2.8466 11.1399 9.1033  0.36
H62 2.7397 9.4788 8.4758  0.38
H63 2.3503 10.8008 7.4214  0.33
H64 5.0442 10.2603 8.8262  0.30
H65 4.7339 11.6427 7.7559  0.36
H66 5.8873 9.9776 6.6341  0.30
H67 4.3393 10.0058 5.8777  0.41
H68 3.6495 8.1095 7.2694  0.35
H69 5.3873 7.7598 7.8534  0.39
H70 4.4753 8.1344 4.0015  0.44
H71 3.0635 7.6499 4.9295  0.42
H72 4.8151 5.8667 3.2934  0.22
H73 3.0700 5.5221 3.6115  0.43
H74 5.6069 4.6840 4.6780  0.33
H75 3.9893 4.0687 5.1293  0.37
H76 5.6314 5.3953 6.9708  0.44
H77 3.8982 5.6695 6.9171  0.46
H78 7.0590 7.6420 6.3971  0.36
H79 6.6250 8.1651 4.7545  0.31
H80 6.9569 6.4646 5.1216  0.39
C37 -5.5255 12.8980 -4.5309  -1.44
C38 -6.0601 11.8882 -3.4606  -0.03
C39 -5.5295 10.5161 -3.4257  -0.61
C40 -4.0851 10.5382 -2.8684  -1.07
P1 -3.7686 10.3563 -1.0013  0.80
C41 -1.9901 10.2430 -0.7538  -1.20
C42 -1.3167 8.8799 -1.2602  -0.67
C43 -0.0124 9.0021 -2.0429  -0.60
C44 0.6209 7.6310 -2.4123  -1.29
C45 -4.3789 11.9313 -0.1437  -0.95
C46 -3.7264 13.2832 -0.6802  -0.50
C47 -4.1297 14.5426 0.1714  -0.73
C48 -5.6510 14.8147 0.3147  -1.08
C49 -4.5253 8.8113 -0.3538  -0.94
C50 -6.0169 9.0143 0.2173  -0.86
C51 -6.6054 7.6257 0.6457  -0.62
C52 -6.9082 6.7318 -0.5863  -1.22
H81 -6.1227 13.8097 -4.5415  0.42
H82 -5.5099 12.4838 -5.5391  0.38
H83 -4.5693 13.4117 -4.4317  0.31
H84 -7.1218 11.8243 -3.6988  0.45
H85 -6.0829 12.2774 -2.4427  -0.08
H86 -5.5144 10.1392 -4.4484  0.47
H87 -6.1753 9.7981 -2.9202  0.11
H88 -3.5829 11.4566 -3.1726  0.57
H89 -3.5289 9.7895 -3.4324  0.55
H90 -1.9429 10.2044 0.3345  0.49
H91 -1.5723 11.2030 -1.0571  0.60
H92 -1.9352 8.3547 -1.9881  0.35
H93 -1.1571 8.2406 -0.3920  0.43
H94 0.6941 9.6144 -1.4825  0.40
H95 -0.1659 9.5700 -2.9605  0.35
H96 1.1228 7.1780 -1.5573  0.32
H97 1.4313 7.8027 -3.1207  0.36
H98 -0.0479 6.8383 -2.7477  0.36
H99 -4.2459 11.6786 0.9083  0.73
H100 -5.4291 11.9612 -0.4342  0.41
H101 -3.7564 13.4977 -1.7484  0.29
H102 -2.6414 13.1862 -0.6420  0.36
H103 -3.4940 15.3677 -0.1498  0.43
H104 -3.8644 14.2792 1.1953  0.28
H105 -5.9599 15.7341 0.8119  0.38
H106 -6.1223 14.0722 0.9587  0.27
H107 -6.0587 14.7660 -0.6951  0.25
H108 -3.8438 8.3514 0.3618  0.66
H109 -4.6399 8.1691 -1.2271  0.51
H110 -6.5864 9.6685 -0.4428  0.45
H111 -5.9318 9.5501 1.1628  0.40
H112 -7.5170 8.0000 1.1116  0.39
H113 -5.9623 7.1094 1.3584  0.39
H114 -7.0308 7.2694 -1.5266  0.32
H115 -7.6840 6.0572 -0.2243  0.35
H116 -6.0667 6.1124 -0.8967  0.34
C53 5.8024 -8.7970 -3.1805  -1.29
C54 5.5911 -7.9529 -4.5377  -0.68
C55 6.9264 -7.6406 -5.2607  -0.29
C56 6.6450 -6.5002 -6.2245  -1.15
P2 8.0119 -5.9273 -7.1699  0.78
C57 7.6712 -4.2246 -7.8742  -0.98
C58 6.2617 -4.3767 -8.6232  -0.50
C59 5.7342 -3.0269 -8.9252  -0.45
C60 4.3075 -2.9933 -9.4812  -1.41
C61 9.5045 -5.7714 -6.2159  -1.03
C62 9.3579 -5.0657 -4.9004  -0.53
C63 10.4237 -5.4173 -3.9139  -0.69
C64 10.3379 -6.8562 -3.2973  -1.17
C65 8.4441 -7.1039 -8.6368  -1.19
C66 9.5563 -6.8115 -9.6080  -0.46
C67 9.6197 -7.8162 -10.7399  -0.77
C68 8.4014 -7.7607 -11.7765  -1.16
H117 6.2216 -8.1858 -2.3811  0.32
H118 6.5353 -9.5616 -3.4381  0.32
H119 4.9385 -9.2721 -2.7156  0.38
H120 5.1302 -7.0585 -4.1185  0.37
H121 4.8548 -8.4290 -5.1851  0.46
H122 7.2840 -8.4849 -5.8501  0.40
H123 7.6807 -7.3944 -4.5133  -0.15
H124 6.4289 -5.6092 -5.6350  0.60
H125 5.8421 -6.7409 -6.9213  0.81
H126 8.4795 -3.7662 -8.4439  0.67
H127 7.4929 -3.5369 -7.0475  0.57
H128 5.4810 -4.9657 -8.1421  0.34
H129 6.4865 -4.9361 -9.5312  0.24
H130 6.3295 -2.6578 -9.7604  0.22
H131 5.7001 -2.2549 -8.1565  0.40
H132 4.3024 -3.5128 -10.4394  0.33
H133 3.8549 -2.0067 -9.5809  0.38
H134 3.6634 -3.6170 -8.8614  0.37
H135 10.2256 -5.2517 -6.8469  0.63
H136 9.9610 -6.7491 -6.0618  0.40
H137 8.4512 -5.3724 -4.3791  0.23
H138 9.2896 -3.9843 -5.0193  0.40
H139 10.3113 -4.7705 -3.0438  0.40
H140 11.4345 -5.4244 -4.3216  0.31
H141 10.2041 -7.5736 -4.1070  0.28
H142 9.4030 -6.9783 -2.7504  0.28
H143 11.1658 -7.1663 -2.6597  0.38
H144 7.5094 -7.3095 -9.1585  0.58
H145 8.7829 -8.0090 -8.1325  0.63
H146 10.5178 -6.8541 -9.0964  0.29
H147 9.3702 -5.8800 -10.1425  0.27
H148 9.8107 -8.8408 -10.4206  0.40
H149 10.5289 -7.4839 -11.2408  0.38
H150 8.7544 -8.4568 -12.5374  0.37
H151 8.2862 -6.7634 -12.2011  0.31
H152 7.4399 -8.1686 -11.4647  0.36
C69 -0.6751 -7.3101 -11.1201  -0.73
C70 0.6527 -7.8074 -10.4844  0.54
O1 1.6842 -8.0743 -11.1451  -0.74
O2 0.6925 -7.7942 -9.2315  -0.74
H153 -0.8636 -6.2778 -10.8255  0.20
H154 -1.4816 -7.9814 -10.8251  0.21
H155 -0.6370 -7.2870 -12.2092  0.26
C71 5.2074 -1.5541 0.8394  -0.78
C72 5.5560 -0.9941 -0.5580  0.52
O3 5.6591 -1.7306 -1.5182  -0.69
O4 5.5351 0.2794 -0.5574  -0.75
H156 5.2727 -2.6397 0.7675  0.27
H157 4.1520 -1.5606 1.1116  0.21
H158 5.9621 -1.1752 1.5286  0.21
C73 -2.6918 9.0933 8.1720  -0.72
C74 -2.2547 8.3426 6.9487  0.52
O5 -1.5626 7.3324 6.9808  -0.76
O6 -2.4146 8.9109 5.9040  -0.70
H159 -2.0504 8.8783 9.0266  0.24
H160 -3.7196 8.7739 8.3445  0.19
H161 -2.5880 10.1614 7.9815  0.24
C75 0.4224 -6.1638 2.7377  -0.74
C76 -0.9021 -6.3778 3.5142  0.53
O7 -0.8982 -7.0404 4.5541  -0.73
O8 -1.9605 -5.8619 3.1397  -0.74
H162 0.2692 -5.5439 1.8542  0.22
H163 0.8594 -7.1108 2.4211  0.22
H164 1.1275 -5.4791 3.2090  0.25
O9 -5.6850 5.1249 -5.9162  -0.59
C77 -5.3091 3.9387 -5.7661  0.70
O10 -4.8955 3.8517 -4.6268  -0.78
O11 -5.4296 3.0438 -6.6366  -0.78
H165 -5.3557 4.9992 -5.0232  0.46


Number 1 is which compound? C37H33BrN4O6PSc